No. 1
A cluster of 2 separate species, C15H22F13N2O10PS2 in total at a distorted geometry, computed with ωB97M-V/def2-TZVPD.

Output
HOMO level = -10.1 eV
gap between HOMO and LUMO = 9.26 eV

Atoms and positions in Å:
C: 3.333 -2.171 3.853
S: 3.573 -1.495 2.241
O: 4.380 -0.329 2.400
O: 4.077 -2.443 1.292
C: 1.912 -0.910 1.718
O: 2.142 0.231 0.963
C: 0.971 0.670 0.371
F: -0.050 0.705 1.299
C: 1.242 2.133 -0.062
O: 1.632 2.483 -1.142
C: 1.004 3.193 1.077
F: 1.772 4.248 0.770
F: 1.422 2.721 2.275
C: -0.483 3.678 1.142
F: -1.276 2.969 0.293
F: -0.517 4.958 0.740
C: -1.134 3.633 2.546
F: -1.044 2.399 3.074
F: -0.513 4.523 3.345
C: -2.657 3.957 2.452
O: -3.475 3.177 2.907
O: -2.983 5.120 1.837
C: 0.562 -0.294 -0.751
S: 1.915 -0.571 -1.908
C: -0.747 0.212 -1.413
N: -0.492 1.025 -2.586
N: 0.222 -1.617 -0.087
C: 0.086 -2.737 -1.092
O: -0.731 -3.709 -0.531
C: -1.941 -3.891 -1.254
O: -2.778 -2.799 -1.093
C: -3.324 -2.715 0.214
C: -4.573 -1.882 0.217
O: -5.286 -2.314 1.376
C: 1.162 -2.059 1.021
O: 0.405 -2.705 2.003
H: 2.889 -1.380 4.447
H: 4.304 -2.373 4.275
H: 2.664 -3.021 3.879
H: 1.384 -0.698 2.643
H: -3.656 4.903 1.183
H: 1.658 0.236 -2.981
H: -1.399 -0.628 -1.653
H: -1.310 0.816 -0.712
H: -0.456 0.459 -3.423
H: -1.239 1.686 -2.729
H: -0.717 -1.521 0.305
H: -0.325 -2.350 -2.011
H: 1.050 -3.165 -1.320
H: -2.379 -4.803 -0.867
H: -1.732 -4.036 -2.306
H: -2.597 -2.331 0.927
H: -3.606 -3.695 0.590
H: -5.166 -2.058 -0.675
H: -4.345 -0.828 0.332
H: -5.948 -1.645 1.559
H: 1.853 -2.814 0.677
H: -0.213 -2.080 2.398
F: 3.673 2.212 -6.394
P: 3.083 2.004 -4.873
F: 1.556 1.353 -4.542
F: 2.223 3.333 -5.312
F: 2.936 2.611 -3.345
F: 4.667 2.027 -4.427
F: 3.339 0.391 -5.156

=====

No. 2
A structure of composition C6H6N5O3Pt at a distorted geometry, computed with ωB97M-V/def2-TZVPD.

Output
relative energy (zero: lowest compared OMol25 entry of this formula, charge and spin) = 40.49 kcal per mole
HOMO level (spin up / spin down) = -5.0 / -5.0 eV
gap between HOMO and LUMO (spin up / spin down) = 6.94 / 6.96 eV
net charge = -1

Atoms and positions in Å:
Pt: -0.098 -0.346 0.046
N: -0.376 2.210 0.120
C: -0.888 2.262 1.492
C: 0.041 1.471 2.397
O: 0.482 1.992 3.424
N: 0.318 0.229 1.970
C: 1.502 -0.448 2.464
C: 2.444 -0.653 1.313
O: 3.618 -0.921 1.483
O: 1.883 -0.536 0.126
H: 0.563 2.582 0.057
H: -0.971 2.705 -0.531
H: -1.875 1.793 1.505
H: -0.967 3.270 1.893
H: 1.263 -1.437 2.863
H: 1.997 0.134 3.235
N: -6.292 0.369 -1.975
C: -5.376 0.068 -1.329
N: -4.401 -0.287 -0.532
C: -3.155 -0.409 -0.600
N: -1.990 -0.552 -0.604

=====

No. 3
A cluster of 2 separate species, C2H5O2S2 in total at a distorted geometry, computed with ωB97M-V/def2-TZVPD.

Output
relative energy (zero: lowest compared OMol25 entry of this formula, charge and spin) = 103.90 kcal per mole
HOMO level (spin up / spin down) = -2.9 / -2.9 eV
gap between HOMO and LUMO (spin up / spin down) = 6.51 / 6.51 eV
net charge = -1

Atoms and positions in Å:
C: 0.497 0.399 -1.327
C: -0.431 0.738 0.834
O: -0.473 -1.945 0.432
O: 1.178 -0.774 2.209
S: -1.959 1.450 0.552
S: -0.223 -0.911 1.702
H: 1.272 1.277 -1.480
H: -0.258 0.524 -2.083
H: 0.798 -0.603 -1.427
H: 0.532 1.295 0.876
H: -0.933 -1.447 -0.288

=====

No. 4
A cluster of 3 separate species, C6H8N2O3S in total at a distorted geometry, computed with ωB97M-V/def2-TZVPD.

Output
relative energy (zero: lowest compared OMol25 entry of this formula, charge and spin) = 87.86 kcal per mole
HOMO level = -7.6 eV
gap between HOMO and LUMO = 8.03 eV

Atoms and positions in Å:
C: 0.600 1.014 4.001
C: -0.734 -1.803 -0.949
C: -1.837 -2.851 1.907
C: -1.978 -2.338 -1.679
C: 1.793 0.996 0.453
C: 1.498 0.455 1.744
N: 1.251 0.811 2.953
N: -0.601 -0.726 -0.312
O: -1.108 -3.700 1.692
O: 0.325 -2.502 -1.111
O: -2.579 -2.038 2.188
S: 2.569 -0.719 1.068
H: 1.106 1.566 4.805
H: -1.702 -3.435 -2.003
H: -2.112 -1.762 -2.541
H: -2.843 -2.413 -1.118
H: 1.011 0.812 -0.267
H: 2.568 1.640 0.316
H: -1.449 -0.145 -0.313
H: 1.072 -2.101 -0.693

=====

No. 5
A cluster of 11 separate species, C4H31N2O11 in total at a distorted geometry, computed with ωB97M-V/def2-TZVPD.

Output
relative energy (zero: lowest compared OMol25 entry of this formula, charge and spin) = 97.96 kcal per mole
HOMO level = -12.9 eV
gap between HOMO and LUMO = 10.39 eV
net charge = +1

Atoms and positions in Å:
N: -0.665 -1.056 -1.087
C: -1.015 0.374 -0.793
C: 0.000 0.952 0.249
C: -1.089 1.271 -2.025
N: -1.427 2.589 -1.959
C: -1.427 3.348 -0.790
O: -1.403 0.628 -3.056
H: -1.393 -1.621 -1.664
H: 0.339 -1.079 -1.500
H: -0.588 -1.634 -0.195
H: -2.028 0.384 -0.318
H: 0.748 1.482 -0.383
H: -0.477 1.594 0.975
H: 0.445 0.123 0.778
H: -1.671 3.042 -2.835
H: -1.730 4.429 -0.988
H: -0.376 3.491 -0.275
H: -2.142 2.897 -0.026
H: 1.078 0.297 3.196
H: 1.303 -1.047 4.018
O: 1.058 -0.702 3.181
H: 0.284 -4.033 -1.447
H: -0.708 -3.543 -0.492
O: -0.632 -4.035 -1.255
H: 4.374 0.969 1.207
H: 4.004 1.369 -0.283
O: 3.725 0.818 0.402
H: 0.162 -2.002 1.644
H: 0.271 -3.569 1.929
O: 0.287 -2.887 1.308
H: 2.660 -1.916 0.398
H: 2.372 -3.344 0.338
O: 2.212 -2.524 -0.217
H: -0.362 3.340 3.348
H: 1.219 3.284 3.528
O: 0.479 2.950 3.185
H: 0.666 -2.204 -3.574
H: 2.060 -1.924 -3.081
O: 1.074 -1.995 -2.731
H: -3.769 -2.240 1.077
H: -2.743 -3.034 0.555
O: -2.832 -2.218 0.883
H: -4.342 -0.639 -1.490
H: -3.209 0.428 -2.062
O: -3.469 -0.404 -1.723
H: 2.451 3.726 0.949
H: 3.019 2.482 1.505
O: 3.204 3.384 1.596

=====

No. 6
The molecule C7H14N2O4S at a distorted geometry, computed with ωB97M-V/def2-TZVPD.

Output
relative energy (zero: lowest compared OMol25 entry of this formula, charge and spin) = 116.69 kcal per mole
SMILES = C=CC(=O)[N+](C)(C)[C@H](CN)S(=O)(=O)[O-]
HOMO level = -9.4 eV
gap between HOMO and LUMO = 8.99 eV

Atoms and positions in Å:
C: 2.291 -2.018 -0.594
C: 1.244 -1.525 -0.005
C: 1.134 -0.119 -0.018
O: 2.007 0.663 -0.243
N: -0.164 0.407 0.707
C: -0.230 1.880 0.532
C: -0.203 0.038 2.091
C: -1.486 -0.084 0.249
C: -1.390 -0.101 -1.494
N: 0.025 0.100 -1.819
S: -3.024 0.960 0.684
O: -2.682 1.394 2.008
O: -2.991 1.988 -0.288
O: -4.037 -0.025 0.649
H: 2.491 -3.037 -0.638
H: 3.012 -1.325 -0.923
H: 0.478 -2.217 0.396
H: 0.763 2.343 0.455
H: -0.724 2.053 -0.329
H: -0.718 2.254 1.398
H: -1.135 0.210 2.643
H: -0.074 -1.071 2.109
H: 0.632 0.640 2.638
H: -1.554 -1.160 0.531
H: -2.037 0.726 -1.693
H: -1.828 -1.004 -1.842
H: 0.351 1.051 -1.858
H: 0.383 -0.465 -2.682

=====

No. 7
A cluster of 2 separate species, C6H9NO in total at a distorted geometry, computed with ωB97M-V/def2-TZVPD.

Output
relative energy (zero: lowest compared OMol25 entry of this formula, charge and spin) = 11.74 kcal per mole
SMILES = Nc1ccccc1.O
HOMO level = -8.1 eV
gap between HOMO and LUMO = 9.05 eV

Atoms and positions in Å:
N: -0.626 2.329 0.255
C: 0.068 1.133 -0.009
C: 0.716 0.502 1.054
C: 1.296 -0.734 0.875
C: 1.296 -1.327 -0.382
C: 0.509 -0.826 -1.424
C: -0.116 0.404 -1.172
H: -0.936 2.890 -0.534
H: -0.180 2.862 0.992
H: 0.927 1.026 1.983
H: 1.842 -1.118 1.721
H: 1.811 -2.228 -0.688
H: 0.341 -1.354 -2.348
H: -0.764 0.904 -1.892
O: -2.320 -1.358 0.483
H: -1.944 -1.821 -0.276
H: -1.917 -1.285 1.362

=====

No. 8
The molecule C4H7N3O at a distorted geometry, computed with ωB97M-V/def2-TZVPD.

Output
relative energy (zero: lowest compared OMol25 entry of this formula, charge and spin) = 57.80 kcal per mole
HOMO level = -8.7 eV
gap between HOMO and LUMO = 9.13 eV

Atoms and positions in Å:
C: 1.048 1.721 0.069
C: -1.329 -1.038 0.478
C: -0.197 0.909 0.193
N: -2.446 -0.364 0.132
C: 1.011 -1.229 -0.222
N: -0.121 -0.388 -0.031
N: 1.959 -1.043 -1.010
O: -1.273 -2.126 0.995
H: -3.319 -0.674 0.525
H: -2.292 0.626 -0.052
H: 1.937 -0.171 -1.535
H: 1.001 -2.122 0.395
H: 1.987 1.196 0.269
H: 0.961 2.577 0.739
H: 1.073 2.126 -0.946

=====

No. 9
A cluster of 13 separate species, C5H36NO12S in total at a distorted geometry, computed with ωB97M-V/def2-TZVPD.

Output
relative energy (zero: lowest compared OMol25 entry of this formula, charge and spin) = 0.00 kcal per mole
HOMO level = -4.5 eV
gap between HOMO and LUMO = 6.96 eV
net charge = -1

Atoms and positions in Å:
C: -0.429 0.040 1.039
N: 0.174 -1.312 1.005
C: 0.111 -1.885 -0.397
C: -1.157 -2.519 -0.949
S: -2.474 -1.214 -1.478
C: 1.271 -2.980 -0.449
C: -0.171 0.610 2.514
H: 0.260 0.528 0.363
H: -1.491 -0.019 0.885
H: -0.388 -1.902 1.611
H: 0.312 -1.063 -1.076
H: -0.921 -3.023 -1.869
H: -1.408 -3.175 -0.101
H: 1.352 -3.719 0.313
H: 2.149 -2.367 -0.772
H: 1.001 -3.507 -1.351
H: 0.517 1.468 2.365
H: -1.088 1.162 2.792
H: 0.171 -0.099 3.335
H: 3.825 2.692 0.477
H: 3.405 3.409 -0.800
O: 3.571 3.557 0.138
H: 2.112 -0.674 0.931
H: 2.896 -0.588 2.280
O: 2.966 -0.506 1.336
H: -0.311 3.479 -2.750
H: -1.707 4.049 -2.882
O: -0.775 4.298 -3.041
H: -1.556 -0.683 -3.550
H: -1.416 0.497 -4.577
O: -0.922 -0.012 -3.918
H: 3.892 -2.042 1.187
H: 3.796 -3.195 0.195
O: 4.413 -2.767 0.829
H: -4.122 -1.767 0.336
H: -4.296 -0.162 0.349
O: -4.419 -0.953 0.849
H: 1.817 2.724 -2.237
H: 2.876 1.563 -2.102
O: 2.782 2.531 -2.097
H: -0.606 -1.738 4.506
H: -1.129 -2.584 3.420
O: -0.355 -2.501 3.991
H: -2.621 1.664 0.392
H: -3.737 1.263 -0.519
O: -3.015 1.904 -0.446
H: -0.203 1.571 -1.405
H: -0.330 1.194 -2.923
O: 0.046 1.864 -2.281
H: -3.022 -1.872 2.044
H: -2.538 -3.396 2.358
O: -2.347 -2.467 2.397
H: 1.402 4.366 0.405
H: 0.993 5.170 -0.816
O: 0.841 5.089 0.143

=====

No. 10
A cluster of 2 separate species, C4H9N2 in total at a distorted geometry, computed with ωB97M-V/def2-TZVPD.

Output
relative energy (zero: lowest compared OMol25 entry of this formula, charge and spin) = 184.94 kcal per mole
HOMO level (spin up / spin down) = -12.0 / -14.6 eV
gap between HOMO and LUMO (spin up / spin down) = 5.04 / 9.64 eV
net charge = +1

Atoms and positions in Å:
C: 1.716 1.134 -1.849
C: 2.948 0.856 -1.902
C: -2.171 0.175 1.523
C: -0.499 -1.370 0.398
N: -0.646 0.847 0.001
N: -1.199 -0.063 0.523
H: 0.725 1.077 -1.386
H: 3.465 1.157 -2.810
H: 3.654 0.518 -1.117
H: -3.163 -0.234 1.228
H: -1.751 -0.515 2.211
H: -2.035 1.222 1.770
H: 0.032 -1.390 -0.570
H: 0.197 -1.316 1.321
H: -1.272 -2.098 0.658

=====

No. 11
A structure of composition C33H55BrCl2IN3O4SSbSi3Ti, computed with ωB97M-V/def2-TZVPD.

Output
relative energy (zero: lowest compared OMol25 entry of this formula, charge and spin) = 49.54 kcal per mole
HOMO level = -15.6 eV
gap between HOMO and LUMO = 6.22 eV
net charge = +3

Atoms and positions in Å:
Ti: -0.337 0.696 -0.542
C: 1.538 -3.174 -1.564
C: 2.531 -2.062 -1.680
N: 3.727 -2.341 -2.186
C: 4.677 -1.417 -2.210
C: 4.562 -0.162 -1.614
C: 5.733 0.794 -1.552
O: 6.667 0.575 -2.576
C: 3.316 0.156 -1.087
C: 2.964 1.383 -0.335
N: 2.893 1.455 0.928
C: 3.431 0.403 1.728
C: 4.810 0.408 1.936
C: 5.415 -0.544 2.736
C: 4.648 -1.519 3.357
C: 3.275 -1.519 3.188
C: 2.669 -0.553 2.390
I: 0.571 -0.653 2.336
C: 2.286 -0.769 -1.224
O: 1.000 -0.365 -0.925
H: 2.087 -4.111 -1.503
H: 0.879 -3.251 -2.427
H: 0.926 -3.055 -0.668
H: 5.602 -1.691 -2.703
H: 6.195 0.753 -0.561
H: 5.365 1.818 -1.675
H: 7.387 0.014 -2.270
H: 2.632 2.253 -0.903
H: 5.397 1.197 1.484
H: 6.487 -0.520 2.881
H: 5.111 -2.266 3.986
H: 2.674 -2.267 3.688
O: -6.435 -0.142 0.424
C: -5.152 0.060 0.215
C: -4.573 1.318 -0.022
C: -3.223 1.383 -0.225
N: -2.405 0.303 -0.207
C: -2.981 -0.898 0.011
Br: -1.856 -2.394 0.014
C: -4.322 -1.068 0.227
H: -6.965 0.668 0.392
H: -5.174 2.216 -0.064
H: -2.743 2.332 -0.432
H: -4.742 -2.049 0.401
C: -2.215 1.248 -5.702
Si: -2.340 2.590 -4.408
C: -2.169 4.297 -5.143
C: -3.921 2.428 -3.427
Sb: -0.296 2.523 -2.720
Si: 1.659 2.015 -4.413
C: 1.250 3.015 -5.936
C: 3.283 2.610 -3.683
C: 1.678 0.181 -4.755
Si: 0.142 4.946 -1.897
C: 0.593 5.969 -3.388
C: -1.454 5.586 -1.122
C: 1.614 4.901 -0.729
H: -2.710 1.644 -6.595
H: -2.747 0.345 -5.403
H: -1.204 0.969 -5.993
H: -2.822 4.337 -6.021
H: -1.164 4.539 -5.487
H: -2.502 5.076 -4.454
H: -4.760 2.516 -4.124
H: -4.032 3.222 -2.686
H: -4.006 1.454 -2.943
H: 1.289 4.092 -5.771
H: 0.293 2.770 -6.394
H: 2.025 2.780 -6.674
H: 3.737 3.334 -4.364
H: 3.975 1.769 -3.603
H: 3.218 3.097 -2.710
H: 0.787 -0.146 -5.293
H: 1.779 -0.417 -3.846
H: 2.545 -0.030 -5.387
H: -0.243 6.179 -4.052
H: 1.423 5.564 -3.967
H: 0.934 6.930 -2.984
H: -2.270 4.859 -1.114
H: -1.803 6.443 -1.702
H: -1.290 5.939 -0.102
H: 2.537 4.994 -1.304
H: 1.698 4.017 -0.098
H: 1.569 5.769 -0.065
Cl: -1.554 -0.622 -3.069
C: -1.754 -2.327 -3.672
Cl: -3.396 -2.872 -3.507
H: -1.076 -2.936 -3.093
H: -1.469 -2.283 -4.717
C: 1.049 4.370 3.766
C: 0.951 3.103 2.919
S: -0.223 3.417 1.596
O: -0.299 2.145 0.666
C: -1.799 3.419 2.457
C: -2.111 2.221 3.332
H: 1.837 4.213 4.501
H: 1.323 5.239 3.168
H: 0.134 4.583 4.317
H: 0.648 2.224 3.481
H: 1.876 2.892 2.382
H: -2.538 3.599 1.673
H: -1.749 4.349 3.034
H: -2.124 1.295 2.758
H: -3.097 2.363 3.774
H: -1.400 2.116 4.149

=====

No. 12
The molecule C4H8O2 at a distorted geometry, computed with ωB97M-V/def2-TZVPD.

Output
relative energy (zero: lowest compared OMol25 entry of this formula, charge and spin) = 33.33 kcal per mole
SMILES = CC(=O)CCO
HOMO level = -9.7 eV
gap between HOMO and LUMO = 10.46 eV

Atoms and positions in Å:
C: 2.143 0.051 -0.135
C: 0.677 0.424 -0.281
O: 0.399 1.616 -0.257
C: -0.530 -0.627 -0.324
C: -1.722 -0.219 0.545
O: -2.024 1.128 0.341
H: 2.218 -0.551 0.773
H: 2.477 -0.566 -0.971
H: 2.824 0.913 -0.029
H: -0.936 -0.603 -1.348
H: -0.283 -1.669 -0.079
H: -1.658 -0.463 1.621
H: -2.429 -0.973 0.124
H: -1.156 1.539 0.019

=====

no.,electronic energy (eV)
1,-105652.0552
2,-23159.9451
3,-27918.1258
4,-26305.9297
5,-30145.9014
6,-29487.5597
7,-9905.0950
8,-10777.2407
9,-42665.9013
10,-7260.1221
11,-215063.1482
12,-8371.8364